P.
Below is a cluster of 2 separate species, C4H5Cl3O in total, with properties calculated with wB97M-V/def2-TZVPD.

Geometry (Å):
C -0.750 -0.612 0.108
C -1.726 0.144 -0.722
C -0.537 -0.048 1.313
C 2.365 0.247 -0.212
O -0.164 -1.629 -0.253
Cl 2.406 1.670 -1.192
Cl 2.119 -1.232 -0.952
Cl 3.256 0.346 1.255
H -1.272 1.027 -0.990
H -2.682 0.307 -0.134
H -2.037 -0.420 -1.699
H -1.037 0.826 1.469
H 0.060 -0.627 2.010

## Properties
- HOMO energy (alpha / beta) (hartree) = -0.28629 / -0.23909

Q.
Below is a structure of composition C4H5Cl3O, with properties calculated with wB97M-V/def2-TZVPD.

Geometry (Å):
C -0.187 1.854 -1.470
C -0.604 0.670 -1.123
C 0.008 -0.921 0.501
C 2.622 -0.244 0.122
O -0.546 -0.496 -0.795
Cl 3.692 -1.192 1.117
Cl 2.928 -0.297 -1.659
Cl 2.656 1.467 0.587
H -0.769 2.594 -1.902
H 0.936 1.841 -1.337
H -0.364 -0.598 1.447
H 1.403 -0.634 0.326
H -0.134 -1.971 0.411

## Properties
- HOMO energy (alpha / beta) (hartree) = -0.27656 / -0.27626

Which structure is the most stable? The one labeled P.

P.
Below is the molecule C3H4OS, with properties calculated with wB97M-V/def2-TZVPD.

Geometry (Å):
C -0.578 -0.998 -0.986
C -0.275 -0.230 0.452
C 1.034 -0.280 1.073
H 0.339 -0.968 -1.472
H -1.348 0.066 1.030
H 1.838 -0.683 0.636
H 1.103 -0.507 2.163
O -1.604 -1.383 -1.441
S 0.613 1.388 0.371

## Properties
- HOMO energy (hartree) = -0.33768
- SMILES = O=C[C@H]1CS1

Q.
Below is a cluster of 2 separate species, C3H4OS in total, with properties calculated with wB97M-V/def2-TZVPD.

Geometry (Å):
C 0.483 -1.370 -0.381
C 0.327 -0.050 0.062
C -0.734 0.898 0.045
O 0.406 -2.540 -0.465
S 1.665 -0.237 -1.111
H 1.113 -0.470 1.574
H -1.367 0.770 -0.769
H -0.552 2.061 0.108
H -1.342 0.938 0.937

## Properties
- HOMO energy (hartree) = -0.33178

Which structure is the most stable? The one labeled P.

P.
Below is the molecule C20H26N2O2, with properties calculated with wB97M-V/def2-TZVPD.

Geometry (Å):
C 2.408 7.227 1.061
C 2.434 5.732 0.949
C 2.129 4.919 2.029
C 2.156 3.537 1.927
C 2.495 2.941 0.721
C 2.801 3.750 -0.374
C 2.769 5.122 -0.256
H 3.010 5.735 -1.113
H 3.062 3.278 -1.308
O 2.561 1.595 0.503
C 2.288 0.719 1.580
C 2.428 -0.708 1.035
O 3.700 -0.914 0.478
H 3.870 -0.173 -0.119
C 1.314 -0.981 0.004
N 0.014 -0.924 0.644
C -0.434 -2.185 1.207
C -0.967 -3.156 0.145
N -2.032 -2.525 -0.610
C -2.984 -3.324 -1.235
C -3.627 -4.331 -0.506
C -4.613 -5.105 -1.080
C -5.000 -4.895 -2.393
C -4.381 -3.897 -3.123
C -3.384 -3.123 -2.558
H -2.907 -2.368 -3.165
H -4.667 -3.722 -4.150
H -5.775 -5.501 -2.840
H -5.093 -5.874 -0.492
H -3.364 -4.496 0.528
C -1.575 -1.309 -1.247
C -1.049 -0.358 -0.161
H -1.875 -0.120 0.517
H -0.698 0.571 -0.616
H -0.779 -1.507 -1.985
H -2.414 -0.829 -1.751
H -0.144 -3.445 -0.532
H -1.332 -4.060 0.628
H -1.236 -1.960 1.915
H 0.391 -2.648 1.750
H 1.527 -1.946 -0.476
H 1.373 -0.202 -0.760
H 2.344 -1.413 1.868
H 1.266 0.856 1.951
H 3.008 0.882 2.392
H 1.911 2.942 2.792
H 1.864 5.367 2.976
H 2.154 7.537 2.071
H 3.380 7.644 0.803
H 1.674 7.646 0.374

## Properties
- HOMO energy (hartree) = -0.28330
- SMILES = Cc1ccc(OC[C@H](O)CN2CCN(c3ccccc3)CC2)cc1

Q.
Below is the molecule C20H26N2O2, with properties calculated with wB97M-V/def2-TZVPD.

Geometry (Å):
N -0.431 -1.511 0.985
O -2.901 -3.345 1.322
O -0.831 -2.242 -0.163
C 1.397 2.149 2.459
C 2.824 2.155 2.189
C 0.709 0.962 2.438
C 3.518 1.004 2.015
C 0.819 -1.144 1.031
C 3.251 -2.173 -1.824
C 4.428 -1.748 -1.157
C 1.991 -2.050 -1.183
C 4.345 -1.198 0.084
C 1.935 -1.428 0.096
C 3.113 -0.992 0.707
N -2.043 0.403 -0.646
C -3.648 2.142 -1.331
C -1.557 1.746 -2.648
C -1.456 2.767 -0.362
C -3.087 -2.108 0.669
C 1.350 -0.409 2.245
C 2.892 -0.346 2.060
C -2.379 -0.824 -1.374
C -2.193 -2.074 -0.542
C -2.173 1.731 -1.256
H -1.934 -3.461 1.442
H 0.906 3.106 2.619
H 3.310 3.139 2.218
H -0.380 0.947 2.562
H 4.579 1.040 1.910
H 3.346 -2.594 -2.802
H 5.358 -1.936 -1.621
H 1.083 -2.412 -1.679
H 5.261 -0.938 0.646
H -1.111 0.301 -0.165
H -3.757 3.149 -1.816
H -4.185 1.409 -1.947
H -4.092 2.201 -0.327
H -1.503 2.787 -3.042
H -2.225 1.180 -3.349
H -0.555 1.310 -2.603
H -0.432 2.489 -0.183
H -1.494 3.756 -0.814
H -1.948 2.821 0.620
H -4.125 -2.000 0.369
H -2.934 -1.268 1.369
H 1.174 -0.965 3.133
H 3.356 -0.953 2.839
H -3.397 -0.763 -1.768
H -1.698 -0.923 -2.219
H -2.477 -2.889 -1.209

## Properties
- HOMO energy (hartree) = -0.30533
- SMILES = CC(C)(C)NC[C@H](CO)O/N=C1\c2ccccc2[C@H]2C=CC=C[C@@H]12

Which structure is the most stable? The one labeled P.

P.
Below is a structure of composition C27H27Cl5FN7O4Ta, with properties calculated with wB97M-V/def2-TZVPD.

Geometry (Å):
Ta 0.096 0.263 -0.328
C 2.922 -2.976 -1.830
C 2.171 -1.933 -1.079
N 1.095 -1.361 -1.480
C 0.778 -1.198 -2.897
C 1.611 0.032 -3.247
N 1.486 1.055 -2.137
C 0.985 2.337 -2.708
C -0.501 2.148 -2.895
N -1.091 1.831 -1.569
C -1.386 3.067 -0.774
C -0.267 3.286 0.221
N 0.033 1.938 0.683
C 0.304 1.577 2.058
C -0.496 2.414 3.053
C 2.602 0.429 1.663
C 3.828 0.054 2.219
C 4.475 -1.067 1.762
C 3.892 -1.802 0.728
C 2.738 -1.334 0.151
N 2.105 -0.194 0.577
H 2.307 -3.459 -2.583
H 3.271 -3.744 -1.139
H 3.808 -2.543 -2.303
H -0.296 -1.020 -3.013
H 1.045 -2.055 -3.513
H 1.310 0.475 -4.194
H 2.658 -0.252 -3.345
H 2.415 1.216 -1.755
H 1.483 2.564 -3.651
H 1.213 3.146 -2.018
H -0.705 1.315 -3.570
H -0.972 3.030 -3.327
H -1.984 1.351 -1.728
H -2.320 2.892 -0.240
H -1.537 3.913 -1.443
H -0.592 3.915 1.048
H 0.608 3.773 -0.207
H -0.046 3.395 3.201
H -0.567 1.925 4.022
H -1.512 2.548 2.681
H 4.242 0.634 3.032
H 5.410 -1.385 2.205
H 4.357 -2.709 0.372
F -6.130 -4.455 -1.097
C -5.345 -3.408 -1.190
C -4.805 -2.837 -0.117
N -3.954 -1.719 -0.228
C -3.507 -1.084 0.990
C -2.038 -0.796 1.036
O -1.599 -0.042 1.987
O -1.238 -1.222 0.154
C -3.667 -1.164 -1.447
O -2.918 -0.179 -1.560
N -4.223 -1.766 -2.520
C -5.087 -2.897 -2.545
O -5.503 -3.332 -3.570
H -5.002 -3.206 0.879
H -3.732 -1.738 1.835
H -4.024 -0.139 1.187
H -4.048 -1.341 -3.422
Cl 2.580 3.042 1.594
C 1.848 1.588 2.328
C -0.089 0.096 1.943
C 0.475 -0.953 2.835
Cl 0.165 -2.575 2.293
C 1.233 -0.792 3.935
Cl 1.915 -2.153 4.714
C 1.622 0.495 4.551
Cl 1.558 0.533 6.258
C 2.022 1.560 3.848
Cl 2.516 2.992 4.626

## Properties
- charge = +3
- HOMO energy (hartree) = -0.61461

Q.
Below is a structure of composition C27H27Cl5FN7O4Ta, with properties calculated with wB97M-V/def2-TZVPD.

Geometry (Å):
Ta 0.645 0.384 -0.655
C 3.998 0.457 2.488
C 2.746 0.445 1.679
N 2.644 0.676 0.423
C 3.740 1.329 -0.303
C 3.121 2.673 -0.701
N 1.612 2.591 -0.670
C 1.055 3.560 -1.653
C 0.834 2.777 -2.912
N 0.031 1.581 -2.555
C -1.443 1.836 -2.543
C -1.916 2.342 -1.200
N -1.193 1.611 -0.140
C -1.720 1.492 1.026
C -3.058 2.006 1.422
C -0.814 0.844 2.017
C -1.109 0.590 3.342
C -0.080 0.179 4.183
C 1.216 0.088 3.691
C 1.427 0.319 2.346
N 0.420 0.649 1.520
H 4.861 0.153 1.901
H 3.908 -0.227 3.329
H 4.179 1.456 2.897
H 4.031 0.747 -1.165
H 4.624 1.458 0.314
H 3.434 2.972 -1.699
H 3.428 3.464 -0.017
H 1.323 2.892 0.258
H 1.740 4.393 -1.817
H 0.140 3.990 -1.258
H 1.785 2.425 -3.318
H 0.348 3.362 -3.694
H 0.166 0.889 -3.289
H -1.920 0.885 -2.767
H -1.717 2.524 -3.344
H -2.993 2.193 -1.126
H -1.744 3.408 -1.053
H -3.028 3.098 1.483
H -3.378 1.623 2.385
H -3.815 1.736 0.684
H -2.107 0.737 3.729
H -0.282 -0.029 5.226
H 2.037 -0.160 4.347
F -5.753 -0.899 0.807
C -4.715 -1.683 0.557
C -4.164 -1.758 -0.651
N -3.064 -2.585 -0.886
C -2.177 -2.305 -1.981
C -1.167 -1.283 -1.559
O -0.267 -0.804 -2.307
O -1.133 -0.818 -0.380
C -2.514 -3.384 0.109
O -1.480 -3.993 -0.069
N -3.178 -3.352 1.311
C -4.189 -2.462 1.694
O -4.542 -2.343 2.833
H -4.554 -1.207 -1.496
H -2.702 -1.955 -2.872
H -1.633 -3.215 -2.248
H -2.816 -3.958 2.036
Cl 0.071 -2.606 1.820
C 1.153 -2.709 0.473
C 1.408 -1.612 -0.343
C 2.225 -1.858 -1.422
Cl 2.412 -0.416 -2.491
C 2.827 -3.047 -1.774
Cl 3.795 -3.157 -3.168
C 2.571 -4.127 -0.921
Cl 3.261 -5.636 -1.271
C 1.733 -3.956 0.195
Cl 1.415 -5.294 1.195

## Properties
- charge = +3
- HOMO energy (hartree) = -0.60176

Which structure is the most stable? The one labeled Q.